DFT (wB97M-V/def2-TZVPD) results for a molecular structure, C22H36O2P2Sn in a non-equilibrium geometry.

## Properties
* energy above the lowest of the compared OMol25 structures with the same formula, charge and spin: 0.000 eV
* highest occupied orbital energy (alpha / beta): -12.53 / -12.53 eV
* Kohn-Sham gap (alpha / beta): 6.15 / 6.40 eV
* net charge: +2

Each line ends with the Mulliken charge.
CARTESIAN COORDINATES (ANGSTROEM)
P  -0.28200  -1.88889  -5.54760  0.949
P  -0.09893  2.21209  -5.48668  0.980
C  -0.72405  -0.43448  -6.56719  -1.186
C  0.20432  0.80793  -6.60711  -1.141
H  -1.77363  -0.16813  -6.35979  0.549
H  -0.72247  -0.85136  -7.59062  0.670
H  1.26941  0.52010  -6.56450  0.659
H  0.07897  1.26935  -7.60137  0.590
C  -1.65088  2.93997  -6.06029  -1.238
H  -1.99587  3.72546  -5.36870  0.474
H  -2.43315  2.16916  -6.16522  0.353
H  -1.46930  3.39285  -7.04844  0.492
C  1.21391  3.41346  -5.71672  -1.401
H  0.92009  4.10230  -6.52065  0.477
H  2.14708  2.90913  -6.00664  0.418
H  1.39032  3.99428  -4.80078  0.405
C  -1.56493  -3.13558  -5.71258  -1.335
H  -1.56921  -3.79266  -4.83196  0.402
H  -1.35586  -3.74435  -6.60425  0.449
H  -2.55030  -2.66292  -5.82678  0.451
C  1.18921  -2.55502  -6.38983  -1.454
H  1.92833  -1.75559  -6.55796  0.404
H  0.88095  -2.97585  -7.35872  0.516
H  1.63876  -3.34314  -5.76828  0.431
Sn  -2.10134  -0.21708  0.33875  0.835
C  0.95855  1.94560  -2.97431  -1.516
C  -0.25299  1.77643  -3.76972  0.838
C  -1.22851  0.55534  -3.50860  -0.767
C  -0.69659  -0.76223  -2.95786  -1.134
C  0.25288  -1.67162  -3.82907  0.760
C  1.66883  -1.37088  -3.68271  -1.777
C  2.20879  -0.05512  -3.85486  0.358
C  1.96181  0.95938  -2.66823  -0.934
C  -0.63588  -1.73118  0.96733  -1.385
H  1.09480  2.94066  -2.55100  0.638
H  -0.87408  2.64774  -3.45920  0.618
H  -1.87538  0.37487  -4.38347  0.251
H  -1.93222  0.92510  -2.73737  0.323
H  -0.21037  -0.58636  -1.98639  0.016
H  -1.58412  -1.38253  -2.73322  0.575
H  0.08934  -2.70125  -3.45219  0.765
H  2.35301  -2.19006  -3.46167  0.461
H  1.73995  0.38309  -4.76490  -0.926
H  3.29840  -0.12564  -4.05342  0.612
H  1.73443  0.39889  -1.74092  0.297
H  2.92854  1.47203  -2.49027  0.528
H  0.28241  -1.22093  1.27701  0.350
H  -0.44374  -2.41079  0.13212  0.349
H  -1.06833  -2.28659  1.80504  0.421
O  -2.12741  0.59297  2.38422  -0.776
C  -1.03836  1.32291  2.33169  0.908
O  -0.36387  1.40737  1.26426  -0.700
C  -0.62697  2.01637  3.59094  0.349
C  -1.56823  2.29512  4.59377  -0.338
C  -1.17011  2.95928  5.76444  -0.502
C  0.16973  3.33478  5.94284  -0.413
C  1.10434  3.05656  4.94109  -0.516
C  0.70725  2.40916  3.76113  -0.371
H  -2.60403  1.98689  4.44672  0.376
H  -1.90909  3.18056  6.52767  0.395
H  0.47309  3.84381  6.85932  0.386
H  2.14200  3.34870  5.06967  0.384
H  1.42458  2.20748  2.96855  0.351


DFT (wB97M-V/def2-TZVPD) results for a molecular structure, C3H6ClN in a non-equilibrium geometry.

## Properties
* energy above the lowest of the compared OMol25 structures with the same formula, charge and spin: 0.918 eV
* highest occupied orbital energy: -9.58 eV
* Kohn-Sham gap: 10.56 eV

Each line ends with the Mulliken charge.
CARTESIAN COORDINATES (ANGSTROEM)
C  -0.76517  0.01877  0.39499  0.115
C  0.22110  1.01698  -0.20625  -0.581
C  0.25695  -0.94384  -0.18509  -0.750
H  -0.75790  0.06859  1.45989  0.318
H  0.42443  1.94998  0.34074  0.298
H  -0.18640  1.26951  -1.19807  0.289
H  1.65969  -0.08335  0.60929  0.301
H  -0.06881  -1.40387  -1.10481  0.306
H  0.35249  -1.88625  0.33377  0.298
N  1.26709  -0.00338  -0.26703  -0.388
Cl  -2.40347  -0.00313  -0.17743  -0.207


DFT (wB97M-V/def2-TZVPD) results for a molecular structure, C20H44HoNO2P3 in a non-equilibrium geometry.

## Properties
* energy above the lowest of the compared OMol25 structures with the same formula, charge and spin: 0.700 eV
* highest occupied orbital energy (alpha / beta): -15.23 / -15.23 eV
* Kohn-Sham gap (alpha / beta): 4.25 / 4.36 eV
* multiplicity: 5
* net charge: +3
* <S²>: 6.005

Each line ends with the Löwdin spin population.
CARTESIAN COORDINATES (ANGSTROEM)
Ho  -0.31056  -0.18258  0.75447  4.039
P  2.05347  0.70096  2.08971  -0.007
P  -0.79116  2.25512  -0.62763  -0.006
P  1.96279  -0.59349  -0.95879  -0.005
H  -1.49775  -2.58869  0.73084  0.000
C  -0.42294  -2.60833  0.47588  -0.001
C  0.50917  -2.39711  1.47459  -0.005
H  0.17479  -2.30977  2.51421  0.000
C  1.72874  1.12922  3.83772  0.000
C  2.73667  2.31231  1.54212  -0.001
C  3.57590  -0.29958  2.33093  -0.002
C  -2.14790  2.15305  -1.86299  0.000
C  -1.52654  3.51352  0.49458  -0.001
C  0.31658  3.25984  -1.68980  -0.001
C  2.87982  -2.17609  -0.85393  -0.001
C  3.23719  0.61912  -1.42860  -0.001
C  1.24949  -0.85721  -2.60774  0.000
H  -0.21413  -3.08910  -0.48241  0.000
H  1.57347  -2.61075  1.39339  0.000
H  1.58739  0.22077  4.43540  0.000
H  0.83692  1.76445  3.91203  0.000
H  2.57918  1.69081  4.24628  0.000
H  1.93668  3.06321  1.54988  0.000
H  3.15770  2.25897  0.53444  0.000
H  3.52645  2.63227  2.23256  0.000
H  3.31376  -1.22312  2.86248  0.000
H  4.29559  0.25756  2.94567  0.000
H  4.05888  -0.55741  1.38133  0.000
H  -2.47895  3.17769  -2.08864  0.000
H  -2.98107  1.59258  -1.43080  0.000
H  -1.82376  1.64475  -2.78157  0.000
H  -2.15482  4.18566  -0.10439  0.000
H  -0.75984  4.09745  1.02193  0.000
H  -2.15693  3.02183  1.25079  0.000
H  -0.27500  4.09445  -2.09563  0.000
H  0.66815  2.63648  -2.52517  0.000
H  1.18092  3.64773  -1.13613  0.000
H  3.24128  -2.45274  -1.85289  0.000
H  2.21664  -2.96661  -0.48765  0.000
H  3.72725  -2.06875  -0.16962  0.000
H  3.73628  0.26346  -2.33893  0.000
H  3.97420  0.72395  -0.62716  0.000
H  2.76371  1.58838  -1.63201  0.000
H  2.00058  -1.22808  -3.31477  0.000
H  0.77446  0.04962  -2.99619  0.000
H  0.47657  -1.60935  -2.47579  0.000
C  -1.61009  -1.67147  -3.96609  0.000
C  -2.64666  -1.15064  -4.76649  0.000
C  -3.02730  -1.92658  -5.87365  0.000
C  -2.43125  -3.17946  -6.12865  0.000
C  -1.27573  -3.54550  -5.41987  0.000
C  -0.78158  -2.72058  -4.38860  0.000
O  -1.42587  -1.21788  -2.65111  0.000
H  -2.25215  -1.15563  -2.13385  0.000
H  -3.12172  -0.20040  -4.50048  0.000
H  -3.80373  -1.54835  -6.53731  0.000
H  -2.83885  -3.85880  -6.89597  0.000
H  -0.73849  -4.47366  -5.62989  0.000
H  0.15533  -2.93871  -3.85171  0.000
C  -3.00823  1.19135  4.15288  0.000
N  -2.12716  0.15460  4.70076  -0.001
C  -2.17510  -0.20509  6.12399  0.000
C  -1.28464  -0.42560  3.88138  0.001
O  -1.27450  -0.15034  2.62563  -0.006
H  -3.70236  1.47869  4.94322  0.000
H  -3.55281  0.79288  3.28663  0.000
H  -2.42514  2.06682  3.82671  0.000
H  -2.29079  -1.29406  6.23055  0.000
H  -1.25232  0.09163  6.64990  0.000
H  -3.03216  0.30207  6.57868  0.000
H  -0.58602  -1.15177  4.30132  0.000


DFT (wB97M-V/def2-TZVPD) results for a molecular structure, C9H10Cl2O5Rh in a non-equilibrium geometry.

## Properties
* energy above the lowest of the compared OMol25 structures with the same formula, charge and spin: 2.656 eV
* highest occupied orbital energy (alpha / beta): -12.27 / -12.28 eV
* Kohn-Sham gap (alpha / beta): 4.81 / 4.86 eV
* net charge: +1

Each line ends with the Mulliken charge.
CARTESIAN COORDINATES (ANGSTROEM)
Rh  -0.54976  -0.35950  0.32096  0.663
O  3.13312  1.04605  -0.91503  -0.525
C  2.02560  1.06593  -0.45184  0.340
O  0.91072  0.65268  -0.86564  -0.555
C  1.97169  1.77826  1.03889  -0.287
C  0.60529  2.41362  1.30400  0.164
C  0.75493  3.31001  2.54555  -0.865
C  0.86202  2.26304  3.67980  -0.884
C  0.75438  0.94626  2.89191  0.113
O  -0.16529  1.31080  1.83701  -0.396
C  2.07337  0.75553  2.13695  -0.274
C  2.18912  -0.79610  1.56221  0.331
O  3.31139  -1.21183  1.55958  -0.533
O  1.07751  -1.32501  1.25848  -0.569
H  2.79927  2.47840  1.00828  0.493
H  0.10533  2.85812  0.44985  0.565
H  -0.13421  3.92806  2.65517  0.351
H  1.61920  3.96604  2.47417  0.401
H  0.03382  2.34686  4.38098  0.350
H  1.79098  2.32095  4.24142  0.403
H  0.38253  0.08630  3.43857  0.559
H  2.96574  0.85368  2.74455  0.511
Cl  -1.74394  -2.22446  -0.87909  0.034
C  -3.31356  -1.51915  -0.42345  -0.106
Cl  -2.96177  0.01679  0.41266  -0.009
H  -3.82359  -2.18478  0.26287  0.361
H  -3.89514  -1.31909  -1.31577  0.363


- Number 3 is which compound?
  C20H44HoNO2P3